{
  "formula": "C2H11N3O",
  "method": "ωB97M-V with the def2-TZVPD basis set",
  "molar_mass_g_mol": 93.1,
  "e_above_lowest_ev": 0.507,
  "total_energy_ha": -322.2661,
  "symbols": ["N", "C", "N", "H", "H", "H", "H", "H", "H", "N", "C", "O", "H", "H", "H", "H", "H"],
  "coordinates": [[1.120, 1.443, 0.175], [1.848, 0.281, -0.479], [1.978, -0.798, 0.451], [1.864, 1.736, 0.821], [0.406, 1.010, 0.763], [2.847, 0.631, -0.706], [1.329, 0.013, -1.412], [2.615, -1.567, 0.273], [1.102, -1.300, 0.569], [-2.342, 0.472, -0.833], [-1.938, -0.717, -0.131], [-1.176, -0.580, 1.114], [-2.158, 1.311, -0.283], [-1.684, 0.655, -1.590], [-1.250, -1.356, -0.660], [-2.881, -1.181, 0.186], [-1.679, -0.052, 1.742]],
  "forces_ev_per_angstrom": [[1.5, -1.1, -0.3], [-0.7, 0.9, 0.0], [-0.5, -1.5, 1.0], [-0.8, 0.3, 0.0], [0.1, 0.1, -0.1], [0.1, 0.1, -0.4], [0.1, 0.1, 0.1], [0.5, 0.6, -0.5], [-0.2, 0.5, 0.2], [1.4, 0.9, -0.6], [-0.6, -0.1, 2.2], [-0.1, 0.7, -0.7], [-0.5, -0.2, 0.4], [-0.1, -0.3, -0.1], [-0.4, -0.3, -0.8], [0.4, -0.6, -0.4], [-0.1, -0.1, 0.0]],
  "nbo_charge": [-0.840, -0.053, -0.868, 0.347, 0.363, 0.176, 0.143, 0.363, 0.362, -0.846, 0.085, -0.755, 0.368, 0.362, 0.174, 0.152, 0.467]
}